The following is a DFT calculation (the ωB97M-V functional and the def2-TZVPD basis) of the molecule C4H6N2 at a distorted geometry.

Each line ends with the Löwdin charge.
Element x y z (Å)
N 0.54950 -0.88753 -2.00622  0.11
N 0.29390 1.06256 -0.66500  0.05
C -0.55091 0.09255 1.32365  -0.04
C -0.24853 -0.88503 0.46726  -0.04
C -0.20266 1.43634 0.61887  -0.22
C 0.25133 -0.23251 -0.77224  -0.39
H 0.45564 2.05963 1.06782  0.07
H -0.99171 0.09515 2.32140  0.10
H -0.39183 -1.99832 0.58043  0.12
H -0.26134 -1.33365 -2.28198  0.05
H -0.98288 2.19832 0.42665  0.13
H 0.79728 -0.09154 -2.53124  0.06

Results
E   -7224.3035 eV
LUMO level   1.1 eV
SMILES   NC1=NCC=C1
HOMO level   -0.3354 hartree
Molecular weight   82.1 g/mol
Energy relative to the best compared isomer or geometry (same formula, charge and spin)   29.7 kcal per mole
Strongest force on any atom   3.90 eV/Å

---

The following is a DFT calculation (the ωB97M-V functional and the def2-TZVPD basis) of a structure of composition C4H13NO4 at a distorted geometry.

Each line ends with the Löwdin charge.
Element x y z (Å)
O 0.96330 -1.09875 -0.37069  0.01
O 1.60506 0.35622 1.19055  -0.15
O 1.06042 0.99840 -1.25463  0.10
O -1.53866 1.52194 -0.87948  -0.09
N -2.02978 -1.44047 1.33663  0.01
C 3.10366 -0.13613 -0.95088  0.01
C 1.65591 0.03505 -0.57066  -0.59
C -2.21794 -0.63103 0.14438  -0.28
C -1.91704 0.86100 0.34418  -0.22
H -2.17081 1.29699 -1.57135  0.11
H 2.44893 0.68630 1.52002  0.04
H 0.98666 -1.03632 0.66287  0.12
H -3.24070 -0.76531 -0.22476  0.11
H -1.07768 -1.31856 1.67168  0.06
H -2.77452 1.37891 0.78968  0.12
H -2.65683 -1.14428 2.07691  0.07
H 3.58144 -0.84026 -0.27670  0.09
H -1.04713 0.96398 0.99359  0.11
H 0.07758 1.02361 -1.09893  0.08
H -1.55944 -1.01026 -0.63901  0.10
H 3.60740 0.82730 -0.92403  0.09
H 3.14017 -0.52835 -1.96938  0.10

Results
E   -14037.8610 eV
LUMO level   0.8 eV
HOMO level   -0.3477 hartree
Molecular weight   139.2 g/mol
Energy relative to the best compared isomer or geometry (same formula, charge and spin)   44.1 kcal per mole
Strongest force on any atom   1.98 eV/Å

---

The following is a DFT calculation (the ωB97M-V functional and the def2-TZVPD basis) of the molecule C5H11NO at a distorted geometry.

Each line ends with the Löwdin charge.
Element x y z (Å)
O 0.28854 -0.24523 2.38013  0.07
N -0.65628 0.11946 0.34434  -0.14
C 0.69367 -0.92172 -1.54529  -0.10
C 0.40584 0.11532 1.22951  -0.50
C -1.97936 0.38682 0.86484  -0.05
C 1.72435 0.71710 0.74836  -0.01
C -0.60904 -0.34996 -1.02010  -0.23
H 1.06556 -1.76888 -0.96730  0.09
H 1.49882 -0.19792 -1.61032  0.05
H -1.39142 -1.09521 -1.19734  0.12
H -2.45488 1.12281 0.21389  0.09
H -0.85036 0.49291 -1.69025  0.12
H 0.57289 -1.25690 -2.57696  0.08
H 2.11167 1.24030 1.62097  0.09
H 2.43098 -0.07324 0.49085  0.08
H 1.58888 1.36845 -0.10987  0.08
H -1.86782 0.86553 1.83235  0.09
H -2.57204 -0.51964 0.99219  0.09

Results
E   -8900.7719 eV
LUMO level   0.9 eV
SMILES   CCN(C)C(C)=O
HOMO level   -0.3275 hartree
Molecular weight   101.1 g/mol
Energy relative to the best compared isomer or geometry (same formula, charge and spin)   21.3 kcal per mole
Strongest force on any atom   1.40 eV/Å

---

The following is a DFT calculation (the ωB97M-V functional and the def2-TZVPD basis) of a cluster of 12 separate species, C12H48N24O12 in total at a distorted geometry.

Each line ends with the Löwdin charge.
Element x y z (Å)
O 8.08915 -28.75296 20.18290  0.00
O 4.92185 -27.28398 24.42414  0.00
O 8.92963 -24.06317 21.50288  -0.01
O 10.00404 -28.22030 22.88973  -0.05
O 10.85308 -18.75874 23.10701  0.01
O 13.71550 -28.64148 19.81289  0.04
O 11.55355 -24.41396 24.34685  -0.04
O 7.82929 -24.67737 26.08435  0.01
O 7.86686 -26.79801 16.13799  -0.02
O 6.09013 -26.09951 19.48558  0.01
O 12.00315 -27.70349 26.59523  0.00
O 6.87598 -21.56983 22.43848  0.02
N 10.28847 -29.17505 24.90381  0.18
N 7.36275 -29.27205 18.17578  0.21
N 8.92006 -25.90503 17.92717  0.17
N 9.50970 -26.14440 25.90725  0.19
N 5.10471 -26.52607 17.46798  0.17
N 3.90264 -26.67506 19.25441  0.17
N 11.60342 -28.64903 20.61035  0.17
N 10.20882 -25.71022 22.25998  0.20
N 6.72076 -22.41619 20.43655  0.16
N 10.48681 -20.82326 22.29252  0.17
N 8.52548 -30.78589 19.26546  0.16
N 14.14061 -27.30023 27.08155  0.13
N 13.13958 -27.55104 21.69611  0.16
N 13.35784 -26.25695 25.37630  0.20
N 5.49595 -20.65137 20.86494  0.18
N 9.68400 -25.29379 16.01878  0.15
N 8.54841 -26.21039 20.92579  0.16
N 7.65562 -26.75090 26.89164  0.17
N 8.95890 -19.83227 23.52877  0.17
N 12.73238 -22.59585 24.46224  0.18
N 10.65642 -22.50711 25.19805  0.22
N 5.49693 -27.88278 22.32893  0.17
N 6.55199 -26.22884 23.36502  0.21
N 8.39016 -29.26712 23.90638  0.21
C 13.04734 -27.10352 26.29816  -0.69
C 7.94188 -29.56307 19.26517  -0.72
C 11.59407 -23.22586 24.62944  -0.71
C 8.72948 -26.04102 16.61480  -0.67
C 12.88707 -28.28713 20.60139  -0.75
C 6.34749 -21.48945 21.34171  -0.73
C 9.64652 -28.99656 23.79964  -0.67
C 8.34338 -25.75784 26.35896  -0.75
C 9.17480 -25.27764 21.63003  -0.72
C 10.14556 -19.72732 22.96298  -0.79
C 5.60797 -27.15956 23.41015  -0.76
C 5.11620 -26.42127 18.80519  -0.69
H 7.20207 -28.27810 18.09602  0.08
H 6.09456 -27.71450 21.53168  0.07
H 5.22541 -20.55191 19.90101  0.11
H 11.11442 -28.62675 25.12025  0.08
H 13.50373 -22.85830 23.87249  0.12
H 8.62579 -18.98596 23.96180  0.11
H 7.78860 -28.85137 23.21045  0.10
H 6.53487 -22.36655 19.44800  0.10
H 8.79429 -27.13718 21.24006  0.06
H 7.26356 -29.86750 17.37073  0.13
H 4.25213 -26.74127 16.98127  0.11
H 9.62657 -25.32753 18.34948  0.11
H 10.72269 -24.99589 22.75454  0.07
H 4.89617 -28.68931 22.28366  0.12
H 9.71667 -27.11633 25.74708  0.06
H 10.26960 -24.72942 16.60692  0.11
H 3.62474 -26.76832 20.21854  0.11
H 7.56047 -22.88756 20.74935  0.05
H 8.60939 -31.29111 18.39842  0.10
H 3.36647 -27.16916 18.56155  0.10
H 13.83398 -27.94860 27.79463  0.10
H 14.11191 -27.49254 21.94987  0.11
H 12.30362 -27.32489 22.20671  0.06
H 7.67584 -25.95972 20.48300  0.05
H 8.11571 -29.90525 24.63467  0.12
H 11.46579 -20.88829 22.06534  0.10
H 9.95378 -29.72733 25.67612  0.12
H 5.99744 -26.59855 17.00112  0.06
H 5.02167 -19.98096 21.45060  0.12
H 8.36508 -20.50188 23.05945  0.05
H 8.24010 -27.48679 27.25710  0.10
H 10.90340 -21.62522 25.61376  0.12
H 6.75261 -25.67872 24.18737  0.10
H 6.75369 -26.58921 27.31038  0.12
H 8.22680 -26.34317 18.51576  0.05
H 9.85824 -21.60267 22.16694  0.09
H 9.72217 -22.88984 25.14997  0.12
H 11.00245 -28.39724 21.38532  0.03
H 12.68136 -21.61926 24.71094  0.11
H 9.06956 -31.13268 20.03841  0.11
H 7.06374 -26.03582 22.51707  0.07
H 10.35464 -26.68506 22.49642  0.03
H 14.15021 -25.64683 25.48517  0.12
H 9.96626 -25.47048 25.30998  0.07
H 12.63109 -25.95955 24.73774  0.08
H 11.07982 -29.08427 19.86815  0.10
H 14.60229 -26.47788 27.43962  0.10
H 9.56270 -25.25843 15.01825  0.11

Results
E   -73565.9716 eV
LUMO level   0.3 eV
SMILES   NC(N)=O.NC(N)=O.NC(N)=O.NC(N)=O.NC(N)=O.NC(N)=O.NC(N)=O.NC(N)=O.NC(N)=O.NC(N)=O.NC(N)=O.NC(N)=O
HOMO level   -0.3291 hartree
Molecular weight   720.7 g/mol
Energy relative to the best compared isomer or geometry (same formula, charge and spin)   101.3 kcal per mole
Strongest force on any atom   5.68 eV/Å

---

The following is a DFT calculation (the ωB97M-V functional and the def2-TZVPD basis) of the ion C8H14N3O2S with charge +1 at a distorted geometry.

Each line ends with the Löwdin charge.
Element x y z (Å)
S 0.20134 -0.46200 3.18017  1.01
O -0.09473 -1.71070 -2.19359  -0.05
O -0.76552 0.27808 -3.06161  0.11
N 1.48809 -0.55219 0.78412  0.09
N 0.02326 0.18927 -0.93813  -0.02
N 2.79533 -0.92237 2.71890  0.15
C -1.19390 1.63531 1.81104  -0.22
C 0.21255 -0.71642 0.08327  -0.02
C -1.14209 0.11763 2.05540  -0.30
C 1.60973 -0.64889 2.09903  -0.57
C -1.28331 2.02357 0.28492  -0.17
C -0.15989 1.64381 -0.63452  -0.11
C -0.34814 -0.35773 -2.12647  -0.51
C -0.53113 -2.20949 -3.49475  0.01
H 0.34770 -2.76889 -3.95411  0.13
H -0.86757 -1.30649 -3.92399  0.05
H -0.34428 2.04665 -1.71562  0.17
H 2.79603 -0.97425 3.71317  0.10
H -1.35905 -2.88032 -3.34694  0.09
H -2.15568 1.97621 2.27683  0.13
H -2.02441 -0.42695 2.02059  0.04
H -2.24563 1.65596 -0.15557  0.14
H 2.32599 -0.34148 0.31218  0.15
H 3.65593 -0.77509 2.19277  0.14
H -0.06805 -1.73193 0.00334  0.13
H 0.88690 1.96171 -0.28391  0.15
H -0.36588 2.22574 2.18863  0.10
H -1.39359 3.03127 0.10486  0.09

Results
E   -27914.4065 eV
LUMO level (spin up / spin down)   -4.4 / -4.4 eV
Charge   +1
HOMO level (spin up / spin down)   -0.4488 / -0.4381 hartree
Molecular weight   216.3 g/mol
Energy relative to the best compared isomer or geometry (same formula, charge and spin)   19.4 kcal per mole
Strongest force on any atom   5.06 eV/Å

---

The following is a DFT calculation (the ωB97M-V functional and the def2-TZVPD basis) of a cluster of 2 separate species, C4HNO2 in total at a distorted geometry.

Each line ends with the Mulliken spin population.
Element x y z (Å)
O 0.25759 -0.80966 -0.78826  0.11
O -1.42613 2.11864 -2.21760  0.35
N 0.50122 0.69004 1.62991  0.15
C 0.58211 -0.41161 2.03502  -0.06
C -0.87368 1.16032 -1.80568  0.21
C 0.50960 -1.64236 -0.04683  0.75
C -0.18310 0.19361 -1.43239  0.47
H 0.63239 -1.29898 2.62583  0.01

Results
E   -9738.5979 eV
LUMO level (spin up / spin down)   0.1 / -3.1 eV
HOMO level (spin up / spin down)   -0.2418 / -0.3772 hartree
Molecular weight   95.1 g/mol
Energy relative to the best compared isomer or geometry (same formula, charge and spin)   119.7 kcal per mole
Expectation value of S²   2.01
2S+1   3
Strongest force on any atom   10.57 eV/Å